[1]
Entry from the Open Molecules 2025 dataset: a structure of composition C41H45ClO2P3PtS2 (wB97M-V/def2-TZVPD).

Properties
Energy above the lowest of the compared OMol25 structures with the same formula, charge and spin: 18.7 kcal/mol
Charge: -1

Geometry (Å):
Pt  -0.2954  -0.8655  0.1885
S  2.9341  -0.5835  -1.5800
P  2.3423  1.0162  -0.5756
C  0.7097  0.9328  -0.0390
P  -0.5484  1.9361  -0.1578
S  -2.1005  0.7266  0.1593
C  -0.7448  2.7697  -1.7712
C  -1.5532  3.8965  -1.9277
C  -1.7714  4.4302  -3.1866
C  -1.1987  3.8348  -4.3003
C  -0.4245  2.6944  -4.1523
C  -0.2041  2.1602  -2.8933
C  -0.5231  3.3002  1.0794
C  -0.1834  4.6210  0.8123
C  -0.0778  5.5462  1.8429
C  -0.3060  5.1597  3.1513
C  -0.6478  3.8411  3.4285
C  -0.7572  2.9233  2.4032
C  3.4196  1.3528  0.8687
C  4.7466  0.9309  0.8636
C  5.5717  1.2127  1.9411
C  5.0817  1.9269  3.0239
C  3.7609  2.3496  3.0317
C  2.9318  2.0551  1.9622
C  2.6801  2.5332  -1.5515
C  2.5820  3.7889  -0.9676
C  2.8085  4.9339  -1.7115
C  3.1604  4.8313  -3.0496
C  3.2906  3.5800  -3.6302
C  3.0485  2.4377  -2.8866
H  -2.0328  4.3430  -1.0651
H  -2.3969  5.3078  -3.2999
H  -1.3661  4.2537  -5.2842
H  0.0115  2.2169  -5.0206
H  0.3890  1.2602  -2.7750
H  0.0051  4.9375  -0.2042
H  0.1864  6.5715  1.6176
H  -0.2187  5.8802  3.9538
H  -0.8295  3.5305  4.4493
H  -1.0260  1.8943  2.6130
H  5.1128  0.3656  0.0155
H  6.5932  0.8535  1.9465
H  5.7233  2.1364  3.8700
H  3.3688  2.8985  3.8788
H  1.8887  2.3482  1.9899
H  2.3434  3.8741  0.0849
H  2.7166  5.9074  -1.2464
H  3.3433  5.7243  -3.6327
H  3.5787  3.4936  -4.6702
H  3.1397  1.4517  -3.3273
Cl  3.4635  -1.2601  3.8283
C  2.3181  -1.1599  2.4702
C  1.7442  -2.5005  2.0265
O  2.1106  -3.5539  2.4936
O  0.8392  -2.3854  1.1128
H  2.8457  -0.7281  1.6247
H  1.5142  -0.4818  2.7574
C  -3.9837  -1.7198  -1.3370
C  -3.5826  -2.5226  -0.0990
C  -3.9664  -1.7548  1.1715
C  -4.3664  -3.8384  -0.0623
P  -1.7042  -2.7551  -0.0623
C  -1.5845  -3.9658  1.3061
C  -1.6260  -5.3499  1.1800
C  -1.5025  -6.1697  2.2911
C  -1.3402  -5.6177  3.5499
C  -1.3131  -4.2396  3.6936
C  -1.4309  -3.4247  2.5815
C  -1.1334  -3.5593  -1.6597
C  0.2603  -4.1374  -1.3755
C  -2.0334  -4.6316  -2.2824
C  -0.9460  -2.4533  -2.7115
H  -5.0418  -1.4571  -1.2593
H  -3.8541  -2.2971  -2.2513
H  -3.4165  -0.7964  -1.4237
H  -5.0286  -1.5029  1.1212
H  -3.4060  -0.8369  1.2920
H  -3.8081  -2.3690  2.0579
H  -5.4320  -3.5995  -0.0174
H  -4.1187  -4.4313  0.8175
H  -4.2048  -4.4512  -0.9440
H  -1.7439  -5.8107  0.2110
H  -1.5205  -7.2449  2.1662
H  -1.2050  -6.2570  4.4120
H  -1.1618  -3.7982  4.6696
H  -1.3597  -2.3487  2.6904
H  0.2553  -4.9139  -0.6129
H  0.9431  -3.3597  -1.0320
H  0.6519  -4.5593  -2.3042
H  -2.2616  -5.4627  -1.6188
H  -1.5116  -5.0442  -3.1507
H  -2.9758  -4.2159  -2.6367
H  -0.3655  -1.6120  -2.3128
H  -1.8926  -2.0704  -3.0903
H  -0.3869  -2.8736  -3.5507

[2]
Entry from the Open Molecules 2025 dataset: a cluster of 8 separate species, C41H45F7N4O24S2 in total (wB97M-V/def2-TZVPD).

Properties
SMILES string: C#Cc1ccc2c(c1CC(N)(N)N)Sc1ccc(CCCCS(=O)(=O)O)cc1N2.O=C1OC[C@@H](F)O1.O=C1OC[C@@H](F)O1.O=C1OC[C@@H](F)O1.O=C1OC[C@@H](F)O1.O=C1OC[C@@H](F)O1.O=C1OC[C@@H](F)O1.O=C1OC[C@@H](F)O1
E_tot: -139014.9365 eV

Geometry (Å):
C  -4.2130  6.1549  4.3512
C  -4.6578  5.4674  3.1823
C  -4.6606  4.2878  1.9968
C  -4.0191  4.6331  0.5017
C  -3.9758  3.4463  -0.6754
C  -4.5821  1.9454  -0.2975
C  -5.2544  1.6514  1.2056
C  -5.3180  2.8023  2.3856
C  -6.0003  2.4429  3.8369
C  -4.9576  1.5787  4.7635
N  -3.6075  1.4686  4.0320
N  -5.4663  0.1657  4.9760
N  -4.8220  2.2130  6.1367
S  -5.8919  -0.1361  1.4308
C  -4.5322  -1.1518  0.5523
C  -3.9966  -2.5780  1.1587
C  -2.7847  -3.3436  0.3437
C  -2.1544  -2.6353  -1.0339
C  -0.8926  -3.3387  -1.8762
C  0.4076  -2.2970  -1.7373
C  1.4530  -2.7336  -0.5376
C  2.5982  -1.5856  -0.2905
S  2.1853  -0.3203  1.0269
O  3.3274  -0.3808  2.1089
O  2.1686  1.1430  0.4950
O  0.7181  -0.5892  1.8551
C  -2.7336  -1.2090  -1.6460
C  -3.9458  -0.4350  -0.8405
N  -4.4907  0.8749  -1.3648
H  -3.7542  6.8929  5.1694
H  -3.5989  5.7249  0.3019
H  -3.5271  3.6542  -1.7368
H  -6.2660  3.4851  4.3453
H  -7.0443  1.9067  3.6559
H  -2.9598  1.0581  4.7586
H  -3.7075  0.6942  3.3205
H  -6.2416  -0.0241  4.3035
H  -4.6853  -0.5190  4.8720
H  -4.0103  1.7227  6.5877
H  -5.6902  1.8875  6.6592
H  -4.4767  -2.9950  2.1634
H  -2.3930  -4.3751  0.7598
H  -0.6291  -4.3168  -1.2502
H  -1.1633  -3.5647  -2.9961
H  0.0536  -1.1903  -1.4649
H  0.9442  -2.1843  -2.7973
H  2.0313  -3.6916  -0.9529
H  0.9375  -2.9412  0.4952
H  3.6406  -2.0973  -0.0140
H  2.7826  -1.0003  -1.2996
H  0.6146  0.2413  2.4419
H  -2.2786  -0.7254  -2.6381
H  -3.8865  1.1577  -2.1676
O  -7.1317  7.9746  3.7130
C  -6.6770  8.9161  4.3414
O  -6.4070  8.8849  5.6821
C  -5.7771  10.1119  5.9912
C  -6.2483  11.0029  4.8932
F  -5.3118  11.9289  4.5880
O  -6.3835  10.1295  3.7951
H  -4.6908  9.9732  5.9876
H  -6.0815  10.4712  6.9780
H  -7.2067  11.4937  5.0934
O  -0.5295  -5.8023  1.0423
C  0.2480  -6.5504  0.4733
O  0.3223  -6.6906  -0.8854
C  1.4238  -7.5392  -1.1397
C  1.5583  -8.2873  0.1425
F  2.8503  -8.6049  0.3822
O  1.1430  -7.3539  1.1137
H  2.3050  -6.9309  -1.3697
H  1.2224  -8.1997  -1.9874
H  0.9354  -9.1859  0.2054
O  1.4179  -11.5558  -1.0845
C  0.2586  -11.7004  -0.7340
O  -0.5286  -12.7564  -1.1038
C  -1.7404  -12.6206  -0.3889
C  -1.7733  -11.1623  -0.0824
F  -2.4009  -10.9305  1.0924
O  -0.4126  -10.8262  0.0672
H  -1.7019  -13.2421  0.5120
H  -2.5920  -12.9371  -0.9972
H  -2.2198  -10.5478  -0.8714
O  2.7813  6.5057  -3.4314
C  3.0694  5.4325  -2.9283
O  2.3214  4.8106  -1.9664
C  2.9182  3.5475  -1.7512
C  4.3187  3.7690  -2.2105
F  4.8410  2.6354  -2.7300
O  4.1795  4.7107  -3.2501
H  2.3923  2.7918  -2.3443
H  2.8663  3.2640  -0.6965
H  4.9863  4.1680  -1.4393
O  -0.4869  -1.1233  6.1325
C  0.2906  -1.8714  5.5636
O  0.3649  -2.0116  4.2048
C  1.4664  -2.8602  3.9505
C  1.6009  -3.6083  5.2327
F  2.8929  -3.9260  5.4724
O  1.1856  -2.6749  6.2039
H  2.3476  -2.2520  3.7205
H  1.2650  -3.5207  3.1028
H  0.9780  -4.5069  5.2956
O  4.2494  -0.4035  -8.2862
C  4.7040  0.5380  -7.6579
O  4.9741  0.5068  -6.3172
C  5.6039  1.7338  -6.0080
C  5.1327  2.6248  -7.1061
F  6.0693  3.5507  -7.4113
O  4.9975  1.7513  -8.2041
H  6.6903  1.5951  -6.0117
H  5.2995  2.0931  -5.0213
H  4.1743  3.1156  -6.9058
O  12.0381  2.9238  -7.1773
C  11.0582  3.6502  -7.1691
O  10.6779  4.4373  -8.2214
C  9.4371  5.0115  -7.8625
C  9.4714  4.9511  -6.3736
F  8.2277  4.7899  -5.8687
O  10.2133  3.7823  -6.1083
H  8.6241  4.4166  -8.2920
H  9.3568  6.0362  -8.2354
H  9.9575  5.8110  -5.9005

[3]
Entry from the Open Molecules 2025 dataset: a structure of composition C41H45F9GeLiPSi2Te (wB97M-V/def2-TZVPD).

Properties
Energy above the lowest of the compared OMol25 structures with the same formula, charge and spin: 0.0 kcal/mol
Charge: +2

Geometry (Å):
Li  -0.8576  -0.1218  0.9267
C  4.3561  -3.1644  -1.5051
Si  3.4086  -3.6522  0.0044
C  4.2635  -4.9329  1.0134
C  1.6687  -4.1323  -0.4139
C  3.3215  -2.1154  1.1592
Te  1.9684  -0.5925  0.5690
C  3.1835  0.4328  -0.8263
Si  4.4009  1.7679  -0.2095
C  3.3239  3.2068  0.2440
C  5.4742  2.1214  -1.6598
C  5.3813  1.1250  1.2253
H  4.5997  -4.0479  -2.1012
H  5.3016  -2.6803  -1.2441
H  3.7830  -2.4950  -2.1533
H  4.3938  -5.8515  0.4342
H  3.6848  -5.1803  1.9072
H  5.2558  -4.5991  1.3284
H  1.6579  -5.0778  -0.9640
H  1.1722  -3.3918  -1.0479
H  1.0715  -4.2770  0.4930
H  4.2804  -1.5971  1.2325
H  3.0064  -2.4029  2.1649
H  2.4764  0.8806  -1.5294
H  3.6832  -0.3908  -1.3440
H  2.9889  3.7362  -0.6523
H  3.8505  3.9199  0.8819
H  2.4322  2.8775  0.7879
H  4.8942  2.4427  -2.5281
H  6.0624  1.2447  -1.9406
H  6.1736  2.9259  -1.4133
H  4.7738  0.6138  1.9756
H  5.8733  1.9542  1.7425
H  6.1633  0.4388  0.8865
F  -8.8377  -1.6167  0.6291
C  -8.2621  -0.5054  1.1019
F  -8.9854  0.5375  0.6755
F  -8.3407  -0.5400  2.4357
C  -6.8330  -0.3997  0.6258
C  -6.5995  -0.1108  -0.7140
C  -5.3029  -0.0255  -1.1833
C  -4.2262  -0.2196  -0.3150
C  -4.4773  -0.5154  1.0193
C  -5.7796  -0.6102  1.4950
P  -2.5055  -0.2196  -0.9078
C  -2.3964  1.1063  -2.1415
C  -1.4485  1.0099  -3.1643
C  -1.2450  2.0698  -4.0290
C  -1.9773  3.2399  -3.8699
C  -2.9146  3.3507  -2.8593
C  -3.1204  2.2844  -1.9910
C  -1.7271  4.3790  -4.8280
F  -0.4139  4.6423  -4.9178
F  -2.1550  4.0727  -6.0590
F  -2.3417  5.4994  -4.4447
C  -2.3808  -1.7739  -1.8500
C  -1.8177  -2.8749  -1.2111
C  -1.7684  -4.1117  -1.8367
C  -2.2753  -4.2413  -3.1181
C  -2.8376  -3.1523  -3.7714
C  -2.8939  -1.9226  -3.1374
C  -2.1713  -5.5645  -3.8363
F  -3.2170  -5.7679  -4.6417
F  -1.0630  -5.6045  -4.5938
F  -2.1033  -6.5874  -2.9766
H  -7.4339  0.0447  -1.3862
H  -5.1317  0.1942  -2.2306
H  -3.6580  -0.6864  1.7064
H  -5.9749  -0.8460  2.5319
H  -0.8826  0.0958  -3.3023
H  -0.5223  1.9904  -4.8318
H  -3.4857  4.2625  -2.7485
H  -3.8568  2.3785  -1.2030
H  -1.4253  -2.7826  -0.2032
H  -1.3433  -4.9692  -1.3329
H  -3.2392  -3.2696  -4.7695
H  -3.3393  -1.0798  -3.6524
Ge  1.6499  0.5796  2.9340
C  -0.2134  1.1545  2.7816
C  -0.5953  2.2541  1.9944
C  -1.9072  2.7171  2.0208
C  -2.8447  2.0992  2.8405
C  -2.4823  1.0081  3.6202
C  -1.1780  0.5244  3.5843
C  2.8198  1.8358  3.7560
C  3.7755  1.3214  4.6374
C  4.5720  2.1909  5.3707
C  4.4138  3.5624  5.2277
C  3.4580  4.0760  4.3581
C  2.6596  3.2162  3.6198
H  1.6726  -0.7612  3.6859
H  0.1284  2.7639  1.3656
H  -2.1914  3.5679  1.4142
H  -3.8613  2.4703  2.8727
H  -3.2140  0.5330  4.2622
H  -0.9088  -0.3238  4.2039
H  3.9033  0.2525  4.7607
H  5.3098  1.7967  6.0568
H  5.0314  4.2377  5.8056
H  3.3309  5.1465  4.2616
H  1.9102  3.6309  2.9591

[4]
Entry from the Open Molecules 2025 dataset: a structure of composition C41H45MnN5P2SSi2 (wB97M-V/def2-TZVPD).

Properties
E_tot: -127189.2804 eV
Spin multiplicity: 2
<S²>: 1.12

Geometry (Å):
Mn  -0.0721  0.7077  -1.2152
C  -0.4676  -3.2178  -3.0968
Si  -1.8532  -2.4889  -2.0025
C  -2.4063  -3.8737  -0.8047
C  -3.2837  -2.2767  -3.2746
N  -1.2915  -1.0623  -1.1822
P  -1.6774  -0.4016  0.2564
C  -0.3999  0.5639  0.9339
P  1.1495  -0.2396  0.9127
N  1.6907  -0.2172  -0.6153
Si  3.1236  -0.6239  -1.5060
C  3.1203  -2.4458  -2.0873
C  2.8279  0.4815  -3.0419
C  4.8385  -0.2819  -0.7137
C  2.1935  0.7811  1.9942
C  1.7289  2.0269  2.3910
C  2.5331  2.8635  3.1414
C  3.8006  2.4484  3.5122
C  4.2648  1.1976  3.1319
C  3.4714  0.3707  2.3564
C  1.3980  -1.9141  1.5857
C  1.7077  -2.1671  2.9171
C  1.7856  -3.4732  3.3619
C  1.5385  -4.5222  2.4897
C  1.2015  -4.2689  1.1688
C  1.1280  -2.9645  0.7191
C  -2.4079  -1.5335  1.4914
C  -3.7102  -2.0062  1.3918
C  -4.2168  -2.8325  2.3761
C  -3.4306  -3.1931  3.4593
C  -2.1509  -2.6795  3.5859
C  -1.6511  -1.8382  2.6115
C  -3.0750  0.7643  0.0703
C  -4.1622  0.4393  -0.7342
C  -5.2619  1.2761  -0.7990
C  -5.2759  2.4552  -0.0722
C  -4.1890  2.7918  0.7174
C  -3.0964  1.9492  0.7967
H  -0.8756  -4.0610  -3.6477
H  -0.0915  -2.5041  -3.8243
H  0.3696  -3.5881  -2.5162
H  -2.3253  -4.8422  -1.2899
H  -1.7987  -3.8983  0.0959
H  -3.4409  -3.7479  -0.5016
H  -3.4529  -3.2312  -3.7651
H  -4.2306  -1.9691  -2.8420
H  -3.0298  -1.5722  -4.0617
H  2.2790  -2.6203  -2.7494
H  4.0252  -2.6661  -2.6441
H  3.0589  -3.1471  -1.2600
H  1.7427  0.6760  -3.1313
H  3.3270  1.4413  -2.9593
H  3.1640  0.0113  -3.9583
H  5.2483  -1.1788  -0.2616
H  5.5336  0.0333  -1.4854
H  4.8206  0.4918  0.0454
H  0.7281  2.3174  2.1015
H  2.1810  3.8407  3.4362
H  4.4248  3.1006  4.1048
H  5.2453  0.8696  3.4470
H  3.8313  -0.5999  2.0372
H  1.8764  -1.3441  3.5989
H  2.0319  -3.6766  4.3934
H  1.6011  -5.5408  2.8427
H  0.9884  -5.0862  0.4921
H  0.8558  -2.7227  -0.2998
H  -4.3227  -1.7160  0.5516
H  -5.2313  -3.1951  2.2958
H  -3.8225  -3.8580  4.2144
H  -1.5391  -2.9223  4.4417
H  -0.6708  -1.3943  2.7183
H  -4.1325  -0.4698  -1.3197
H  -6.1087  1.0100  -1.4169
H  -6.1378  3.1054  -0.1153
H  -4.2011  3.7120  1.2813
H  -2.2512  2.2016  1.4212
N  -0.0732  4.7249  -1.0953
C  1.2015  4.7112  -0.5813
C  2.0068  5.7116  -0.0693
C  3.2806  5.3512  0.3501
C  3.7331  4.0412  0.2475
C  2.9311  3.0396  -0.2684
C  1.6464  3.3718  -0.6760
N  0.6653  2.6009  -1.2523
C  -0.3631  3.4493  -1.5126
C  -1.4840  2.9769  -2.2261
C  -2.6101  3.6246  -2.7041
S  -3.6142  2.5151  -3.5819
C  -2.4532  1.2707  -3.2490
N  -1.4262  1.6314  -2.5390
H  -0.6638  5.5255  -1.2298
H  1.6660  6.7344  -0.0161
H  3.9365  6.1091  0.7542
H  4.7387  3.8010  0.5608
H  3.2680  2.0215  -0.3617
H  -2.8796  4.6541  -2.6253
H  -2.5994  0.2803  -3.6216

no.,strongest force on any atom (eV/A)
1,2.5
2,9.4
3,0.5
4,3.3